141
Properties=species:S:1:pos:R:3 method="wB97M-V/def2-TZVPD" total_energy_ha=-3193.28140 max_force_ev_per_a=2.77 charge=0 smiles="CCOP(=O)(OCC)OCC.COCCOCCOC.COCCOCCOC.COCCOCCOC.COCCOCCOC.COCCOCCOC" multiplicity=1 relative_energy_ev=1.176 homo_lumo_gap_ev=9.30 homo_ev=-8.8
C 6.623 16.645 10.432
O 6.662 16.080 11.732
C 7.294 16.853 12.717
C 7.265 16.177 14.051
O 8.252 15.124 14.033
C 8.206 14.184 15.091
C 8.810 14.771 16.342
O 8.631 13.843 17.412
C 9.691 13.884 18.354
H 7.469 17.245 10.090
H 5.738 17.288 10.457
H 6.448 15.867 9.692
H 6.853 17.857 12.755
H 8.355 17.068 12.526
H 6.342 15.714 14.408
H 7.638 16.886 14.800
H 8.862 13.415 14.680
H 7.238 13.729 15.328
H 8.235 15.632 16.695
H 9.851 15.010 16.113
H 9.733 14.902 18.756
H 10.634 13.637 17.860
H 9.492 13.205 19.176
C 11.796 15.870 12.224
O 11.518 16.990 13.037
C 11.499 16.761 14.437
C 12.906 16.753 15.050
O 13.807 15.883 14.431
C 14.762 15.294 15.270
C 16.001 16.130 15.654
O 16.724 16.621 14.568
C 16.259 17.898 14.065
H 12.039 16.318 11.255
H 11.003 15.137 12.059
H 12.720 15.350 12.479
H 10.869 15.882 14.630
H 10.939 17.628 14.801
H 12.864 16.725 16.148
H 13.279 17.782 14.897
H 15.045 14.318 14.870
H 14.333 14.999 16.243
H 16.672 15.437 16.170
H 15.697 16.945 16.327
H 15.973 18.490 14.939
H 15.321 17.687 13.546
H 17.050 18.279 13.435
C 7.809 8.453 20.375
O 7.577 9.838 20.144
C 7.837 10.190 18.801
C 9.330 10.387 18.529
O 10.003 9.147 18.446
C 11.396 9.180 18.633
C 11.870 7.750 18.774
O 11.862 6.900 17.657
C 10.626 6.646 17.023
H 8.851 8.141 20.398
H 7.223 7.853 19.676
H 7.410 8.238 21.369
H 7.448 11.203 18.640
H 7.267 9.647 18.042
H 9.693 11.082 19.293
H 9.524 10.955 17.609
H 11.791 9.655 19.539
H 11.907 9.642 17.779
H 11.290 7.289 19.592
H 12.900 7.689 19.134
H 10.809 5.910 16.243
H 10.150 7.516 16.566
H 9.940 6.234 17.772
C 15.143 6.594 12.548
O 13.722 6.648 12.618
C 13.221 6.394 13.953
C 13.080 7.710 14.719
O 14.296 8.416 14.894
C 14.597 9.471 14.056
C 13.897 10.789 14.517
O 12.493 10.658 14.690
C 11.827 11.891 14.662
H 15.383 7.335 11.786
H 15.494 5.589 12.294
H 15.734 6.832 13.437
H 13.983 5.769 14.419
H 12.188 6.096 13.771
H 12.635 7.565 15.703
H 12.454 8.319 14.058
H 14.273 9.366 13.014
H 15.657 9.722 14.086
H 14.118 11.548 13.758
H 14.282 11.091 15.497
H 12.222 12.633 15.363
H 10.786 11.743 14.963
H 11.745 12.256 13.634
C 3.362 10.950 12.614
O 4.162 12.069 12.262
C 5.431 11.708 11.757
C 6.412 12.810 11.851
O 7.637 12.332 11.300
C 8.434 13.492 11.012
C 9.810 13.093 10.472
O 9.845 12.294 9.332
C 9.635 10.907 9.558
H 3.959 10.157 13.075
H 2.842 10.477 11.779
H 2.693 11.373 13.357
H 5.403 11.174 10.800
H 5.839 10.870 12.356
H 6.536 13.326 12.808
H 6.009 13.637 11.243
H 8.564 14.017 11.962
H 7.901 14.069 10.256
H 10.477 12.685 11.248
H 10.273 14.063 10.257
H 10.321 10.591 10.361
H 9.766 10.370 8.628
H 8.680 10.752 10.066
C 7.458 20.774 9.699
C 6.272 19.992 9.133
O 5.375 20.912 8.502
P 4.236 20.340 7.542
O 3.485 19.237 8.136
O 3.441 21.641 7.161
C 2.001 21.834 7.185
C 1.774 23.296 6.876
O 5.078 19.884 6.246
C 5.492 20.792 5.234
C 6.484 21.900 5.666
H 8.148 20.163 10.278
H 8.031 21.294 8.931
H 7.046 21.558 10.339
H 6.711 19.307 8.405
H 5.669 19.489 9.884
H 1.640 21.257 6.331
H 1.596 21.411 8.100
H 2.277 23.893 7.635
H 2.181 23.447 5.877
H 0.725 23.584 6.839
H 6.041 20.156 4.537
H 4.647 21.246 4.716
H 7.520 21.568 5.697
H 6.412 22.716 4.949
H 6.169 22.246 6.650

=====

150
Properties=species:S:1:pos:R:3 method="wB97M-V/def2-TZVPD" total_energy_ha=-3734.37503 max_force_ev_per_a=7.15 charge=+1 multiplicity=1 homo_lumo_gap_ev=5.08 homo_ev=-10.3
O 3.499 -2.991 3.711
C 2.464 -2.461 3.268
O 2.370 -1.075 2.866
C 3.095 -0.914 1.612
C 2.108 -0.678 0.346
C 0.708 -1.380 0.624
C 0.521 -2.891 0.388
O 1.427 -3.875 -0.038
N -0.875 -3.101 0.730
C -1.455 -1.841 1.129
P -3.275 -1.974 1.587
O -4.025 -2.420 0.311
O -4.009 -0.537 2.090
O -3.571 -3.232 2.738
N -0.509 -0.753 1.110
C -0.804 0.633 1.509
F -1.952 1.028 0.742
F 0.212 1.561 1.140
C -1.029 0.845 3.091
F -1.639 -0.247 3.741
F 0.273 0.969 3.673
F -1.692 2.051 3.393
H 1.517 -3.101 3.187
H 3.930 -0.139 1.636
H 3.614 -1.930 1.410
H 2.591 -1.264 -0.529
H 2.050 0.406 -0.003
H 2.349 -3.513 -0.001
H -1.424 -3.983 0.721
H -4.035 -0.503 3.076
H -2.702 -3.710 2.764
C -3.714 -8.346 2.551
C -3.822 -6.933 3.118
C -4.721 -6.836 4.368
O -6.116 -6.871 4.090
C -6.647 -8.175 3.906
N -4.276 -6.025 2.054
H -4.607 -8.647 2.001
H -2.876 -8.412 1.853
H -3.541 -9.075 3.347
H -2.811 -6.629 3.419
H -4.541 -5.861 4.836
H -4.455 -7.592 5.115
H -6.156 -8.914 4.545
H -6.572 -8.466 2.857
H -7.708 -8.146 4.163
H -4.258 -5.072 2.410
H -5.269 -6.206 1.905
C 6.281 5.046 0.377
C 4.957 4.652 1.026
C 4.882 3.162 1.417
O 4.654 2.278 0.321
C 5.820 1.947 -0.418
N 3.856 5.031 0.130
H 6.357 4.712 -0.659
H 6.388 6.134 0.368
H 7.128 4.634 0.933
H 4.863 5.236 1.948
H 4.020 3.032 2.082
H 5.764 2.850 1.989
H 6.706 1.878 0.218
H 5.978 2.674 -1.216
H 5.656 0.974 -0.889
H 2.972 4.852 0.604
H 3.851 4.366 -0.644
C -0.270 3.302 -4.420
C -0.780 2.777 -3.082
C 0.173 3.067 -1.905
O 1.317 2.215 -1.848
C 2.382 2.600 -2.704
N -1.062 1.341 -3.208
H 0.526 2.683 -4.839
H -1.080 3.315 -5.155
H 0.106 4.325 -4.322
H -1.724 3.293 -2.871
H -0.374 2.882 -0.975
H 0.475 4.121 -1.882
H 2.463 3.687 -2.798
H 2.260 2.140 -3.686
H 3.313 2.220 -2.276
H -1.488 1.014 -2.343
H -0.164 0.856 -3.231
C 3.789 5.625 -7.607
C 2.412 6.275 -7.513
C 2.309 7.343 -6.405
O 2.191 6.812 -5.086
C 3.423 6.429 -4.497
N 1.399 5.225 -7.346
H 3.965 4.897 -6.812
H 3.890 5.088 -8.555
H 4.582 6.377 -7.566
H 2.227 6.778 -8.469
H 1.389 7.914 -6.573
H 3.135 8.063 -6.461
H 4.246 7.084 -4.796
H 3.652 5.390 -4.746
H 3.311 6.488 -3.412
H 0.476 5.655 -7.376
H 1.472 4.885 -6.387
C -6.027 -5.167 8.341
C -6.070 -3.814 9.047
C -6.533 -2.659 8.137
O -5.540 -2.195 7.224
C -5.419 -2.973 6.047
N -4.753 -3.543 9.637
H -5.165 -5.268 7.678
H -5.960 -5.975 9.074
H -6.934 -5.330 7.750
H -6.798 -3.899 9.862
H -6.766 -1.800 8.775
H -7.460 -2.910 7.606
H -6.380 -3.375 5.715
H -4.701 -3.780 6.204
H -5.022 -2.331 5.257
H -4.810 -2.687 10.184
H -4.123 -3.296 8.873
C 2.327 13.231 -4.478
C 3.540 12.773 -5.282
C 3.456 11.303 -5.741
O 3.728 10.351 -4.715
C 2.626 10.069 -3.868
N 4.756 13.026 -4.498
H 2.335 12.853 -3.454
H 2.307 14.323 -4.412
H 1.396 12.910 -4.954
H 3.581 13.394 -6.185
H 4.230 11.143 -6.500
H 2.497 11.086 -6.225
H 1.674 10.098 -4.404
H 2.613 10.765 -3.026
H 2.762 9.065 -3.460
H 5.567 12.806 -5.072
H 4.790 12.325 -3.757
C -0.051 -11.966 -1.615
C -1.462 -12.072 -1.045
C -2.137 -10.705 -0.814
O -1.679 -10.011 0.345
C -0.470 -9.297 0.161
N -1.420 -12.869 0.187
H 0.685 -11.668 -0.865
H 0.273 -12.935 -2.007
H -0.012 -11.246 -2.438
H -2.067 -12.614 -1.781
H -3.205 -10.881 -0.645
H -2.066 -10.065 -1.702
H -0.386 -8.878 -0.847
H 0.384 -9.940 0.379
H -0.451 -8.473 0.880
H -2.372 -13.016 0.515
H -1.005 -12.284 0.914

=====

145
Properties=species:S:1:pos:R:3 method="wB97M-V/def2-TZVPD" total_energy_ha=-2954.19849 max_force_ev_per_a=4.77 charge=-1 multiplicity=1 homo_lumo_gap_ev=9.22 homo_ev=-7.4
O -2.778 -1.159 -1.077
C -1.662 -0.718 -0.814
O -0.492 -1.316 -0.982
B 0.612 -0.519 -0.477
O -0.072 0.651 0.231
C -1.392 0.586 -0.075
O -2.297 1.422 0.217
O 1.596 -0.172 -1.478
C 2.820 -0.561 -1.131
O 3.915 -0.479 -1.736
C 2.644 -1.369 0.197
O 1.410 -1.215 0.596
O 3.503 -1.959 0.863
C 7.833 3.890 -7.548
O 7.307 5.022 -8.086
H 8.876 3.812 -7.858
H 7.942 4.126 -6.490
H 7.258 2.964 -7.579
H 7.268 4.808 -9.021
C 5.073 -9.006 0.854
O 5.830 -8.465 1.833
H 4.716 -10.021 1.029
H 4.164 -8.469 0.582
H 5.743 -9.088 -0.003
H 5.749 -7.511 1.755
C 10.216 7.503 0.223
C 9.830 6.335 1.198
C 10.330 4.971 0.719
O 10.474 6.527 2.420
H 10.101 7.289 -0.839
H 11.270 7.759 0.328
H 9.650 8.409 0.440
H 8.741 6.282 1.201
H 10.162 4.187 1.458
H 11.413 4.980 0.592
H 9.834 4.673 -0.204
H 10.498 7.451 2.677
C -1.506 8.027 3.285
C -2.727 8.681 2.692
C -4.039 8.351 3.522
O -2.500 10.084 2.757
H -1.234 8.469 4.243
H -0.595 8.061 2.687
H -1.777 6.974 3.354
H -2.784 8.372 1.648
H -4.053 7.297 3.800
H -4.904 8.631 2.919
H -4.101 8.981 4.410
H -2.778 10.375 1.885
C -8.367 6.267 -3.168
C -8.200 5.674 -4.571
C -8.455 4.186 -4.635
O -9.076 6.416 -5.442
H -8.281 7.354 -3.159
H -7.574 5.910 -2.511
H -9.305 6.005 -2.680
H -7.177 5.881 -4.883
H -7.870 3.570 -3.952
H -8.299 3.774 -5.633
H -9.506 4.098 -4.363
H -8.897 7.340 -5.256
C 3.621 -5.053 10.112
C 2.769 -5.964 9.273
C 2.961 -5.818 7.734
O 3.125 -7.221 9.669
H 3.725 -5.384 11.145
H 3.255 -4.026 10.099
H 4.632 -5.239 9.749
H 1.718 -5.733 9.448
H 3.919 -6.150 7.334
H 2.765 -4.787 7.440
H 2.212 -6.385 7.181
H 3.827 -7.545 9.099
C -3.162 -2.782 6.384
C -2.770 -1.667 7.339
C -2.891 -0.307 6.705
O -3.699 -1.645 8.366
H -2.482 -2.890 5.539
H -4.135 -2.528 5.965
H -2.989 -3.692 6.958
H -1.740 -1.886 7.619
H -2.825 0.604 7.300
H -3.802 -0.188 6.117
H -2.084 -0.161 5.987
H -3.600 -0.800 8.811
C -1.252 -1.328 -8.613
C -2.738 -1.469 -9.029
C -3.278 -0.038 -9.389
O -2.801 -2.269 -10.104
H -0.813 -0.691 -9.381
H -0.732 -2.285 -8.599
H -1.042 -0.829 -7.667
H -3.316 -1.929 -8.228
H -3.257 0.550 -8.471
H -4.300 -0.202 -9.732
H -2.645 0.452 -10.128
H -3.743 -2.385 -10.249
C 6.496 2.006 6.580
C 5.505 2.954 5.948
C 4.100 2.754 6.370
O 5.974 4.310 6.137
H 7.526 2.207 6.286
H 6.242 0.975 6.334
H 6.504 2.093 7.666
H 5.551 2.913 4.860
H 3.766 1.893 5.790
H 3.505 3.632 6.119
H 3.910 2.589 7.431
H 6.830 4.482 5.737
C -10.267 -1.200 2.561
C -11.216 -0.970 1.432
C -11.529 0.509 1.165
O -10.674 -1.579 0.241
H -10.738 -1.291 3.539
H -9.544 -0.384 2.583
H -9.626 -2.070 2.420
H -12.224 -1.302 1.679
H -10.595 0.888 0.749
H -11.774 1.035 2.088
H -12.305 0.661 0.415
H -9.811 -1.164 0.167
C -9.571 -5.161 -5.257
C -10.863 -5.982 -5.101
C -10.587 -7.204 -4.255
O -11.772 -5.192 -4.442
H -9.860 -4.185 -5.648
H -8.928 -5.678 -5.969
H -9.059 -4.951 -4.317
H -11.354 -6.254 -6.035
H -11.544 -7.677 -4.035
H -10.077 -7.079 -3.300
H -10.027 -7.968 -4.794
H -11.295 -4.782 -3.717
C 12.152 -5.609 -4.558
C 11.810 -4.992 -5.929
C 12.147 -5.820 -7.217
O 10.492 -4.694 -5.993
H 13.201 -5.881 -4.443
H 11.498 -6.468 -4.404
H 11.984 -4.879 -3.766
H 12.468 -4.123 -5.888
H 11.602 -6.761 -7.288
H 13.162 -6.203 -7.108
H 11.990 -5.213 -8.109
H 10.314 -3.911 -5.467